[1]
103
Properties=species:S:1:pos:R:3:forces:R:3 method="wB97M-V/def2-TZVPD" e_homo_ev=-7.235 max_force_ha_per_bohr=0.279 energy_ev=-74380.992 gap_ha=0.230
C 1.612295 -6.668281 4.466401 -2.44 2.87 -2.06
C 0.972700 -5.671072 3.993948 1.77 -2.90 0.70
C 0.215192 -4.455140 3.248230 -0.19 -1.01 1.72
C -1.302597 -4.350676 3.767795 -2.89 0.76 2.10
C -2.418049 -5.166924 3.033154 -2.10 2.06 3.25
C -3.861017 -5.091208 3.569295 1.61 0.19 -0.51
C -4.956459 -5.994930 2.798960 1.38 1.07 0.11
O -4.371782 -7.325886 2.669342 -0.79 0.77 0.69
C -4.095934 -7.909015 3.966163 0.35 -0.88 0.78
C -4.322333 -4.251654 4.800255 1.62 -0.29 -0.73
N -5.658844 -4.178724 5.339874 5.64 1.87 0.73
S -5.370385 -3.127128 6.678977 1.56 -0.68 -1.57
N -3.717532 -2.719381 6.662848 -0.80 -3.11 -3.89
C -3.179815 -3.443479 5.511644 -1.25 -0.27 0.19
C -1.701733 -3.501990 4.991801 -0.57 -1.76 -2.25
H 2.092469 -7.671491 4.741266 -1.00 2.37 -0.42
H 0.787977 -3.492761 3.505424 -0.96 -1.49 -0.71
H 0.172271 -4.679556 2.131627 0.35 0.45 1.56
H -2.157263 -5.814748 2.118822 -0.62 1.14 1.70
H -5.980605 -5.991440 3.304883 1.50 -0.13 -0.35
H -5.092323 -5.502781 1.760168 0.29 -1.23 1.48
H -4.933577 -7.670148 4.718446 1.28 -0.37 -1.10
H -4.008421 -9.057348 3.837228 -0.38 1.91 0.02
H -3.075603 -7.588772 4.412332 -1.71 -0.18 -0.78
H -0.870186 -2.903485 5.515367 -1.62 -1.05 -0.79
C -3.779010 -5.771468 -1.559562 0.35 0.72 0.39
C -3.181583 -4.567488 -0.897231 0.74 1.50 0.83
N -2.713830 -3.624560 -0.378071 -1.22 -2.48 -1.31
H -2.999110 -6.505376 -1.768800 -0.04 0.12 0.06
H -4.526375 -6.223015 -0.904905 0.10 0.07 -0.01
H -4.255562 -5.481055 -2.497285 0.08 0.04 0.11
C -1.277029 0.661099 3.675764 0.49 -0.60 -0.43
C -0.432519 -0.344002 2.954573 1.02 -1.25 -0.88
N 0.228722 -1.131352 2.389142 -1.66 2.09 1.46
H -0.735245 1.603997 3.767215 0.01 -0.14 -0.03
H -2.201979 0.833554 3.123032 0.11 -0.10 0.02
H -1.521818 0.292606 4.673442 0.04 -0.03 -0.12
C 1.357060 0.333105 -0.825043 0.63 0.69 0.01
C 2.251101 1.475659 -1.213465 1.24 1.43 -0.45
N 2.968774 2.383916 -1.521992 -9.57 -10.32 2.73
H 1.463780 0.121679 0.240978 0.00 -0.01 -0.09
H 0.317519 0.587565 -1.034617 0.15 -0.08 -0.02
H 1.625706 -0.559404 -1.393136 -0.11 0.09 0.02
C -1.051340 2.179328 -4.064730 0.08 -0.87 0.28
C -0.921520 0.755496 -3.615620 0.15 -1.79 0.49
N -0.819551 -0.360186 -3.263277 -0.23 2.94 -0.96
H -0.078109 2.559976 -4.379154 -0.07 -0.08 0.09
H -1.746211 2.242239 -4.903639 0.05 -0.07 0.11
H -1.425937 2.795032 -3.245617 0.05 -0.07 -0.10
C 6.026188 5.318170 -2.952408 -0.63 -0.50 0.23
C 4.988233 4.400823 -2.378111 -1.34 -1.43 0.49
N 4.163896 3.654584 -1.937445 9.69 10.18 -2.96
H 5.559891 6.249970 -3.278308 -0.03 -0.12 0.02
H 6.782840 5.543395 -2.198757 -0.14 -0.14 -0.08
H 6.508192 4.843069 -3.808993 -0.04 -0.01 0.12
C -2.276664 4.535702 -0.022776 0.22 0.27 -0.86
C -2.040621 5.027700 -1.421106 0.24 0.59 -1.62
N -1.855461 5.413662 -2.514442 -0.54 -0.99 2.84
H -1.394132 4.731626 0.588658 -0.06 0.04 -0.13
H -3.140143 5.042035 0.411366 0.07 -0.05 -0.13
H -2.465476 3.460903 -0.035476 -0.04 0.12 -0.09
C 8.037606 4.632916 -6.663299 0.33 0.75 0.40
C 8.638742 5.848944 -6.025276 0.77 1.53 0.79
N 9.110126 6.801351 -5.525454 -1.23 -2.53 -1.25
H 7.765935 4.852245 -7.697126 0.06 0.05 0.12
H 8.757180 3.812937 -6.650410 -0.06 0.12 0.06
H 7.142881 4.329561 -6.116591 0.11 0.00 -0.03
C 4.912623 -0.778704 -0.406937 0.10 -0.88 0.29
C 5.043268 -2.201954 0.043661 0.16 -1.78 0.56
N 5.145348 -3.316595 0.396135 -0.26 2.90 -0.94
H 5.885530 -0.397461 -0.721243 -0.10 -0.07 0.04
H 4.218434 -0.716815 -1.246362 0.08 -0.03 0.10
H 4.536837 -0.162565 0.411500 0.03 -0.09 -0.08
C 3.730293 0.114704 -4.775838 0.64 0.57 -0.15
C 4.835612 1.077841 -5.082732 1.35 1.22 -0.32
N 5.700499 1.833532 -5.320360 -2.20 -1.89 0.56
H 4.147997 -0.859665 -4.516683 0.02 0.12 -0.06
H 3.139224 0.484391 -3.935544 0.12 0.08 -0.06
H 3.081792 0.003924 -5.646439 0.11 0.04 0.06
C -6.132641 6.278690 -1.946598 0.04 -0.85 0.30
C -6.003022 4.855813 -1.496376 0.29 -3.17 0.98
N -5.905051 3.726142 -1.140377 -0.29 4.33 -1.32
H -5.159699 6.657593 -2.264896 -0.05 -0.13 0.02
H -6.828140 6.336231 -2.785397 0.07 -0.05 0.09
H -6.506578 6.900530 -1.131477 0.02 -0.11 -0.07
C 10.745233 6.551628 -2.313553 -0.56 -0.50 0.36
C 9.715316 5.637811 -1.726438 -1.23 -1.11 0.67
N 8.905073 4.920362 -1.273490 2.12 1.84 -1.13
H 10.273396 7.478556 -2.643109 -0.02 -0.16 -0.01
H 11.506239 6.785098 -1.567037 -0.13 -0.09 -0.01
H 11.221479 6.071362 -3.169624 -0.14 0.03 0.07
C -6.185986 -11.187862 5.811306 0.37 0.72 0.39
C -5.572419 -9.995196 6.478580 0.75 1.46 0.86
N -5.091659 -9.060963 7.000798 -1.26 -2.45 -1.34
H -5.415384 -11.929476 5.594748 -0.04 0.12 0.05
H -6.936141 -11.634464 6.465805 0.10 0.10 -0.03
H -6.662520 -10.886166 4.877029 0.07 0.04 0.11
C -3.842860 9.858285 -1.593321 -0.86 -0.09 0.26
C -5.267716 9.724046 -1.148783 -3.27 -0.20 1.05
N -6.398565 9.627821 -0.792819 4.44 0.30 -1.41
H -3.293212 10.488585 -0.892414 -0.12 -0.06 -0.04
H -3.371518 8.874571 -1.632820 -0.08 0.07 0.01
H -3.804667 10.311470 -2.585228 -0.07 -0.05 0.11

---

[2]
96
Properties=species:S:1:pos:R:3:forces:R:3 method="wB97M-V/def2-TZVPD" e_homo_ev=-9.779 max_force_ha_per_bohr=0.003 energy_ev=-125203.100 de_lowest_kj_mol=0.00 gap_ha=0.243 charge=+1
Zn 1.248841 0.039244 -0.300534 0.11 0.06 0.09
C 2.294146 -0.378433 4.112639 0.02 0.00 -0.02
C 3.663192 -0.567033 4.089303 -0.02 0.00 -0.01
C 4.327770 -0.472999 2.877521 -0.03 0.02 -0.02
C 3.601686 -0.185539 1.730307 0.04 0.03 0.02
N 2.277754 0.003697 1.752708 0.01 0.02 -0.03
C 1.649293 -0.099461 2.920353 0.00 0.02 0.02
C 4.237616 -0.129011 0.388342 0.01 -0.02 0.00
C 5.610604 -0.218008 0.197391 -0.02 -0.01 -0.02
C 6.104472 -0.216861 -1.094399 -0.03 0.01 0.00
C 5.224200 -0.127143 -2.158077 -0.03 -0.02 0.03
C 3.866499 -0.029713 -1.890048 0.03 -0.02 -0.02
N 3.397087 -0.021659 -0.640491 -0.01 0.01 -0.03
C 2.850305 0.132026 -2.959103 -0.01 0.01 -0.02
C 3.098909 -0.160607 -4.291565 -0.02 0.05 0.04
C 2.112937 0.122643 -5.224002 0.00 0.00 0.01
C 0.932184 0.704954 -4.798427 -0.02 0.00 0.02
C 0.759823 0.936538 -3.443063 -0.03 -0.07 -0.03
N 1.685575 0.631041 -2.540425 0.00 -0.06 -0.01
H 1.723732 -0.453549 5.026574 -0.02 0.00 0.02
H 4.208875 -0.795752 4.994385 0.00 0.00 0.01
H 5.392608 -0.640229 2.833287 0.01 0.00 0.00
H 0.579272 0.029325 2.903501 0.01 0.02 -0.02
H 6.285922 -0.281817 1.035584 0.01 0.00 0.01
H 7.169249 -0.279049 -1.270202 0.02 0.00 0.00
H 5.586921 -0.105922 -3.174057 0.01 0.00 -0.02
H 4.034670 -0.603653 -4.597958 0.02 -0.01 -0.01
H 2.274030 -0.097829 -6.270326 0.00 -0.01 -0.01
H 0.147218 0.964191 -5.493073 -0.02 0.00 -0.02
H -0.146370 1.383086 -3.059736 -0.11 -0.03 0.02
C -2.987618 -2.269173 0.323637 0.04 -0.04 0.04
Sb -1.355806 -1.129418 1.145604 -0.03 -0.02 0.03
C 0.016934 -1.559575 -0.477469 0.06 -0.03 0.08
C -0.669110 -1.497649 -1.792056 0.00 -0.10 0.04
C -0.397810 -2.395509 -2.841218 0.01 0.02 0.00
C -1.104409 -2.320738 -4.023336 -0.02 0.03 -0.02
C -2.084402 -1.347511 -4.170070 0.02 -0.01 -0.01
C -2.289682 -0.498227 -3.100077 0.02 0.10 -0.04
N -1.614542 -0.558108 -1.954129 -0.01 0.14 -0.02
Si 0.945448 -3.152806 -0.089772 -0.02 -0.02 0.02
C -0.177086 -4.658097 -0.222518 0.06 0.06 0.02
C 1.638458 -3.193291 1.660556 -0.02 0.01 -0.03
C 2.464799 -3.385664 -1.189458 -0.03 0.00 0.02
C -1.950053 1.080004 1.025527 -0.01 -0.03 -0.04
C -1.236946 1.933917 0.024359 0.02 0.07 0.08
C -1.898950 3.023960 -0.563653 0.02 -0.04 -0.04
C -1.212553 4.002272 -1.247176 0.00 0.02 -0.01
C 0.168997 3.912471 -1.349308 0.00 0.00 0.02
C 0.762396 2.794527 -0.816057 0.03 0.07 0.01
N 0.099790 1.813924 -0.182042 -0.04 -0.10 -0.10
Si -3.880316 1.080497 0.960800 -0.01 0.02 0.03
C -4.425511 0.167390 2.516916 0.00 -0.03 -0.07
C -4.613473 0.360750 -0.606314 0.07 0.01 0.00
C -4.830654 2.718344 1.031376 0.03 0.00 -0.02
Si -1.463783 1.922057 2.721018 0.00 0.02 0.03
C -1.459800 0.761472 4.208093 -0.02 0.02 -0.04
C -2.600881 3.322560 3.237600 0.05 -0.03 0.08
C 0.183301 2.830414 2.583607 -0.07 -0.03 0.03
H -2.786364 -3.280401 0.677275 0.00 -0.04 0.03
H -2.982512 -2.267211 -0.763110 -0.01 0.03 0.04
H -3.959526 -1.963712 0.695787 -0.04 0.00 0.07
H 0.349029 -3.165209 -2.726033 -0.02 0.00 0.01
H -0.900386 -3.024978 -4.820076 0.00 -0.01 -0.01
H -2.674565 -1.258417 -5.070826 -0.01 0.00 -0.01
H -3.041601 0.281170 -3.161786 -0.05 0.02 0.01
H -0.806987 -4.725497 0.667329 -0.03 0.01 0.04
H 0.413880 -5.575134 -0.264452 0.02 -0.03 0.00
H -0.836800 -4.642751 -1.088541 -0.03 0.02 -0.08
H 0.906431 -2.920105 2.421310 -0.02 0.00 0.01
H 2.515718 -2.557287 1.782722 0.01 -0.03 0.00
H 1.954904 -4.218249 1.866420 0.01 -0.05 -0.01
H 2.276803 -3.324721 -2.261106 0.04 0.00 0.00
H 2.911879 -4.361579 -0.989038 0.00 -0.05 0.01
H 3.217399 -2.634305 -0.942924 0.05 0.03 0.01
H -2.963738 3.120175 -0.441714 -0.08 -0.01 0.00
H -1.747369 4.840396 -1.674686 -0.01 0.01 0.00
H 0.763978 4.670659 -1.835709 0.01 0.02 -0.01
H 1.833358 2.657269 -0.903541 -0.01 0.01 0.00
H -3.782607 -0.652132 2.835058 0.04 -0.09 -0.01
H -5.427466 -0.239520 2.366555 -0.03 -0.01 -0.02
H -4.491481 0.868565 3.351008 0.00 0.01 0.01
H -4.209392 -0.584623 -0.942207 0.01 0.00 -0.05
H -4.501492 1.085107 -1.414795 0.03 0.04 -0.05
H -5.687729 0.241954 -0.438758 -0.02 0.00 0.01
H -4.427938 3.515991 1.645979 -0.04 -0.03 -0.08
H -5.811334 2.459787 1.442321 -0.03 -0.01 0.02
H -5.019583 3.115646 0.033503 0.00 0.01 -0.06
H -2.470291 0.679342 4.609787 -0.02 -0.02 0.00
H -0.842863 1.212595 4.989186 0.02 0.05 0.02
H -1.100418 -0.250034 4.031362 -0.02 -0.04 0.01
H -3.605035 3.007946 3.515981 0.01 0.01 0.01
H -2.671125 4.112153 2.490017 0.03 0.02 -0.01
H -2.139744 3.762112 4.126196 0.03 0.01 0.04
H 1.017479 2.284519 2.157927 0.05 -0.06 0.00
H 0.462162 3.161831 3.586863 0.00 0.01 0.03
H 0.039544 3.727337 1.975911 0.00 0.03 -0.02